# 1
The following is a quantum chemistry calculation of 22 unconnected molecules or ions with the total composition C50H144O24 in a non-equilibrium geometry, from OMol25.

Bonds (Å) are listed after each position.
Element x y z (Å)
1 C -3.6310 3.2811 1.8224  C2 1.509, H4 1.088, H5 1.074, H6 1.076
2 C -2.8057 3.0511 3.0640  C1 1.509, O3 1.470, H7 1.076, H8 1.088
3 O -1.9973 1.8381 2.8763  C2 1.470, H9 0.969
4 H -4.3275 2.4515 1.7247  C1 1.088
5 H -3.0355 3.3314 0.9304  C1 1.074
6 H -4.1628 4.1985 2.0072  C1 1.076
7 H -3.3658 2.9550 3.9779  C2 1.076
8 H -2.0550 3.8300 3.1801  C2 1.088
9 H -1.5732 1.7172 3.7397  O3 0.969
10 C -5.8269 -1.8770 1.1076  C11 1.503, H13 1.097, H14 1.097, H15 1.124
11 C -5.7191 -1.2516 -0.2553  C10 1.503, O12 1.452, H16 1.097, H17 1.094
12 O -4.8854 -0.0654 -0.1772  C11 1.452, H18 1.001
13 H -6.1845 -1.1221 1.8192  C10 1.097
14 H -4.8547 -2.2925 1.4004  C10 1.097
15 H -6.5573 -2.7311 1.0749  C10 1.124
16 H -6.7150 -0.9556 -0.6072  C11 1.097
17 H -5.3133 -1.9601 -0.9834  C11 1.094
18 H -3.9493 -0.2291 0.1387  O12 1.001
19 C 5.3532 1.9875 2.0510  C20 1.507, H22 1.139, H23 1.098, H24 1.055
20 C 5.8414 2.2996 3.4424  C19 1.507, O21 1.404, H25 1.122, H26 1.082
21 O 4.8770 3.1087 4.0640  C20 1.404, H27 0.964
22 H 6.1013 1.3276 1.5013  C19 1.139
23 H 5.3400 2.9076 1.4528  C19 1.098
24 H 4.3939 1.5521 2.1081  C19 1.055
25 H 6.8775 2.7274 3.4008  C20 1.122
26 H 5.9984 1.3838 3.9969  C20 1.082
27 H 5.1986 3.5863 4.8374  O21 0.964
28 C 2.0331 4.2708 1.4741  C29 1.582, H31 1.118, H32 1.077, H33 1.104
29 C 0.9934 5.3698 1.9357  C28 1.582, O30 1.447, H34 1.076, H35 1.104
30 O 0.4435 6.0943 0.8104  C29 1.447, H36 0.998
31 H 3.0493 4.6483 1.2009  C28 1.118
32 H 1.5385 3.6774 0.7241  C28 1.077
33 H 2.2943 3.5729 2.2887  C28 1.104
34 H 1.4266 6.0982 2.5984  C29 1.076
35 H 0.1626 4.7995 2.3855  C29 1.104
36 H 1.0823 6.0836 0.0431  O30 0.998
37 C -8.3983 1.7010 2.8203  C38 1.572, H40 1.105, H41 1.091, H42 1.111
38 C -7.2288 1.9292 1.7952  C37 1.572, O39 1.441, H43 1.084, H44 1.095
39 O -6.8335 3.3147 1.7550  C38 1.441, H45 0.962
40 H -8.9736 2.6349 2.9509  C37 1.105
41 H -8.0464 1.3591 3.7952  C37 1.091
42 H -9.1094 0.9333 2.4471  C37 1.111
43 H -7.4958 1.7317 0.7636  C38 1.084
44 H -6.3339 1.3619 2.0721  C38 1.095
45 H -7.5071 3.7309 1.2087  O39 0.962
46 C -3.0761 -3.6198 -3.0040  C47 1.474, H49 1.097, H50 1.088, H51 1.077
47 C -4.0292 -4.7393 -3.1121  C46 1.474, O48 1.411, H52 1.098, H53 1.132
48 O -5.3546 -4.2928 -2.9236  C47 1.411, H54 0.963
49 H -3.1610 -2.9349 -3.8564  C46 1.097
50 H -2.0629 -4.0156 -2.9838  C46 1.088
51 H -3.2147 -3.1523 -2.0436  C46 1.077
52 H -3.7535 -5.4183 -2.2940  C47 1.098
53 H -4.0241 -5.3198 -4.0835  C47 1.132
54 H -5.9268 -5.0593 -2.8144  O48 0.963
55 C 3.8612 -6.3781 1.2934  C56 1.517, H58 1.080, H59 1.069, H60 1.112
56 C 4.2485 -5.3354 2.3253  C55 1.517, O57 1.414, H61 1.097, H62 1.072
57 O 3.3617 -5.4522 3.4203  C56 1.414, H63 0.965
58 H 4.5272 -6.4535 0.4459  C55 1.080
59 H 2.9488 -6.1162 0.8014  C55 1.069
60 H 3.6350 -7.3859 1.7042  C55 1.112
61 H 4.2539 -4.3564 1.8306  C56 1.097
62 H 5.2498 -5.5825 2.6192  C56 1.072
63 H 3.4810 -4.6658 3.9676  O57 0.965
64 C -5.0696 -1.5968 -6.0519  C65 1.514, H67 1.094, H68 1.036, H69 1.078
65 C -5.3930 -0.8075 -4.8014  C64 1.514, O66 1.459, H70 1.124, H71 1.086
66 O -4.6030 0.4171 -4.8791  C65 1.459, H72 0.944
67 H -5.4264 -1.1587 -6.9886  C64 1.094
68 H -5.4788 -2.5418 -5.9370  C64 1.036
69 H -4.0002 -1.6484 -6.1782  C64 1.078
70 H -5.0220 -1.4374 -3.9472  C65 1.124
71 H -6.4522 -0.6163 -4.6590  C65 1.086
72 H -4.2422 0.7993 -4.0951  O66 0.944
73 C 1.0068 3.2062 5.2953  C74 1.528, H76 1.115, H77 1.127, H78 1.090
74 C -0.1357 2.3427 5.8287  C73 1.528, O75 1.412, H79 1.087, H80 1.063
75 O -0.3242 1.1049 5.1753  C74 1.412, H81 0.995
76 H 0.9311 4.0982 5.9594  C73 1.115
77 H 0.8067 3.4778 4.2199  C73 1.127
78 H 1.9948 2.7605 5.4097  C73 1.090
79 H -1.1081 2.8174 5.7300  C74 1.087
80 H 0.1983 2.0963 6.8075  C74 1.063
81 H 0.4517 0.5011 5.3260  O75 0.995
82 C 3.4432 -4.8856 -3.9182  C83 1.516, H85 1.101, H86 1.121, H87 1.121
83 C 2.3283 -3.9608 -4.3659  C82 1.516, O84 1.461, H88 1.076, H89 1.062
84 O 2.2332 -2.8208 -3.4567  C83 1.461, H90 0.959
85 H 4.4474 -4.5387 -4.2076  C82 1.101
86 H 3.2887 -5.8999 -4.3689  C82 1.121
87 H 3.4323 -4.9021 -2.7969  C82 1.121
88 H 1.4017 -4.5073 -4.3527  C83 1.076
89 H 2.5698 -3.6326 -5.3467  C83 1.062
90 H 1.4482 -2.3425 -3.7303  O84 0.959
91 C -0.9111 0.1269 -5.6269  C92 1.490, H94 1.126, H95 1.100, H96 1.091
92 C -1.3411 -1.0958 -4.8922  C91 1.490, O93 1.419, H97 1.083, H98 1.109
93 O -0.2748 -1.6639 -4.1474  C92 1.419, H99 0.952
94 H -0.3787 0.8178 -4.9140  C91 1.126
95 H -1.8023 0.5511 -6.1127  C91 1.100
96 H -0.1814 -0.1360 -6.3935  C91 1.091
97 H -1.7434 -1.8938 -5.5044  C92 1.083
98 H -2.1207 -0.7678 -4.1746  C92 1.109
99 H -0.3012 -1.2717 -3.2799  O93 0.952
100 C 3.7401 1.9833 -2.2188  C101 1.518, H103 1.099, H104 1.113, H105 1.088
101 C 2.9360 1.4576 -3.3938  C100 1.518, O102 1.417, H106 1.061, H107 1.088
102 O 2.7826 2.4241 -4.4184  C101 1.417, H108 0.972
103 H 4.7439 2.3284 -2.5028  C100 1.099
104 H 3.9450 1.1838 -1.4725  C100 1.113
105 H 3.1610 2.7927 -1.7789  C100 1.088
106 H 2.0317 0.9876 -3.0969  C101 1.061
107 H 3.4489 0.6269 -3.8751  C101 1.088
108 H 3.6385 2.8254 -4.6461  O102 0.972
109 C -0.0645 -5.8284 -1.4147  C110 1.561, H112 1.111, H113 1.089, H114 1.081
110 C -0.2783 -4.7949 -0.2640  C109 1.561, O111 1.372, H115 1.152, H116 1.089
111 O -1.4257 -4.9920 0.4623  C110 1.372, H117 1.003
112 H -0.7956 -5.7387 -2.2467  C109 1.111
113 H -0.1910 -6.8439 -1.0410  C109 1.089
114 H 0.9423 -5.8173 -1.8082  C109 1.081
115 H -0.3183 -3.7583 -0.7656  C110 1.152
116 H 0.6147 -4.8010 0.3596  C110 1.089
117 H -1.5936 -4.2028 1.0580  O111 1.003
118 C -2.3090 8.5369 0.0532  C119 1.496, H121 1.102, H122 1.094, H123 1.074
119 C -2.6391 7.0847 -0.0901  C118 1.496, O120 1.393, H124 1.110, H125 1.095
120 O -2.3697 6.4209 1.1049  C119 1.393, H126 0.999
121 H -2.6481 9.2824 -0.6847  C118 1.102
122 H -1.2635 8.7328 0.3072  C118 1.094
123 H -2.8074 8.7271 0.9859  C118 1.074
124 H -2.0937 6.5914 -0.9210  C119 1.110
125 H -3.6823 6.8608 -0.3342  C119 1.095
126 H -1.3770 6.3080 1.1290  O120 0.999
127 C -1.2567 -2.4122 2.7868  C128 1.505, O130 1.471, H131 1.093, H132 1.092
128 C -1.8599 -1.2989 3.5996  C127 1.505, O129 1.426, H133 1.115, H134 1.124
129 O -1.8837 -1.7105 4.9646  C128 1.426, H135 0.951
130 O 0.1286 -2.7206 3.1749  C127 1.471, H136 0.974
131 H -1.3461 -2.1648 1.7255  C127 1.093
132 H -1.8097 -3.3170 3.0459  C127 1.092
133 H -2.8810 -1.0037 3.2636  C128 1.115
134 H -1.3084 -0.3288 3.4641  C128 1.124
135 H -1.8248 -0.9228 5.4947  O129 0.951
136 H 0.1933 -3.6822 3.3154  O130 0.974
137 C 0.0421 -6.7452 3.3095  C138 1.525, O140 1.433, H141 1.082, H142 1.110
138 C 0.0739 -7.8963 2.3096  C137 1.525, O139 1.394, H143 1.088, H144 1.106
139 O -1.0862 -7.9344 1.5385  C138 1.394, H145 0.949
140 O 0.6228 -5.5044 2.8877  C137 1.433, H146 0.964
141 H 0.6151 -7.0379 4.1796  C137 1.082
142 H -1.0206 -6.5962 3.5921  C137 1.110
143 H 0.1098 -8.8513 2.8286  C138 1.088
144 H 0.9445 -7.7885 1.6366  C138 1.106
145 H -1.2425 -7.0296 1.2971  O139 0.949
146 H 1.5850 -5.5025 2.9410  O140 0.964
147 C -0.1787 4.0654 -1.9078  C148 1.521, H151 1.057, H152 1.081, H153 1.166
148 C 0.9917 4.8560 -2.4736  C147 1.521, C149 1.529, O150 1.453, H154 1.091
149 C 0.6094 5.9801 -3.4367  C148 1.529, H155 1.087, H156 1.080, H157 1.086
150 O 1.7115 5.4120 -1.3410  C148 1.453, H158 0.965
151 H 0.1631 3.1943 -1.4173  C147 1.057
152 H -0.8777 3.7562 -2.6719  C147 1.081
153 H -0.6357 4.7183 -1.0567  C147 1.166
154 H 1.6908 4.2568 -3.0582  C148 1.091
155 H 1.4655 6.5052 -3.8529  C149 1.087
156 H -0.0180 6.6881 -2.9152  C149 1.080
157 H 0.0130 5.7155 -4.3052  C149 1.086
158 H 2.3855 5.9892 -1.7210  O150 0.965
159 C 8.5285 2.1243 -1.3499  C160 1.511, H163 1.058, H164 1.085, H165 1.106
160 C 7.6449 1.0386 -1.9178  C159 1.511, C161 1.490, O162 1.461, H166 1.085
161 C 8.4193 0.2885 -2.9458  C160 1.490, H167 1.105, H168 1.059, H169 1.059
162 O 7.1814 0.1818 -0.8288  C160 1.461, H170 0.943
163 H 7.9976 2.7235 -0.6582  C159 1.058
164 H 8.9182 2.7445 -2.1499  C159 1.085
165 H 9.3533 1.5875 -0.8443  C159 1.106
166 H 6.7588 1.4395 -2.3999  C160 1.085
167 H 8.6791 0.9574 -3.7864  C161 1.105
168 H 7.8279 -0.4950 -3.3428  C161 1.059
169 H 9.2830 -0.1354 -2.5030  C161 1.059
170 H 6.4854 -0.3636 -1.1578  O162 0.943
171 C 3.7275 -0.3620 5.0248  C172 1.569, H175 1.044, H176 1.111, H177 1.108
172 C 2.6844 -1.4668 4.6346  C171 1.569, C173 1.500, O174 1.431, H178 1.121
173 C 2.7269 -2.6152 5.5987  C172 1.500, H179 1.088, H180 1.133, H181 1.112
174 O 1.3715 -0.8974 4.6485  C172 1.431, H182 0.976
175 H 4.6627 -0.5025 4.5830  C171 1.044
176 H 3.9453 -0.2864 6.1113  C171 1.111
177 H 3.4006 0.6344 4.6686  C171 1.108
178 H 2.8315 -1.8388 3.5869  C172 1.121
179 H 2.6342 -2.2415 6.6159  C173 1.088
180 H 3.7295 -3.1425 5.6147  C173 1.133
181 H 1.9685 -3.3617 5.2764  C173 1.112
182 H 0.7721 -1.3678 4.0382  O174 0.976
183 C 4.5006 -1.2754 0.6608  C184 1.574, H187 1.089, H188 1.062, H189 1.104
184 C 3.9205 -2.3035 -0.3809  C183 1.574, C185 1.531, O186 1.352, H190 1.067
185 C 2.4203 -2.5099 -0.1544  C184 1.531, H191 1.101, H192 1.106, H193 1.107
186 O 4.0775 -1.8149 -1.6322  C184 1.352, H194 0.995
187 H 5.5845 -1.2645 0.5605  C183 1.089
188 H 4.2666 -1.5873 1.6488  C183 1.062
189 H 4.0882 -0.2570 0.5575  C183 1.104
190 H 4.4108 -3.2376 -0.2186  C184 1.067
191 H 1.8344 -1.5798 -0.0961  C185 1.101
192 H 2.2224 -3.1611 0.7174  C185 1.106
193 H 2.0158 -3.1401 -0.9698  C185 1.107
194 H 3.3886 -2.1798 -2.2503  O186 0.995
195 C -3.8279 3.3407 -3.6897  C196 1.639, H199 1.078, H200 1.084, H201 1.094
196 C -4.0324 2.9231 -2.1176  C195 1.639, C197 1.485, O198 1.420, H202 1.111
197 C -5.3773 3.4016 -1.7065  C196 1.485, H203 1.082, H204 1.118, H205 1.082
198 O -3.9113 1.5109 -2.0391  C196 1.420, H206 0.979
199 H -2.8834 2.9395 -4.0211  C195 1.078
200 H -3.7690 4.4195 -3.7799  C195 1.084
201 H -4.6228 3.1494 -4.4160  C195 1.094
202 H -3.2253 3.3618 -1.4931  C196 1.111
203 H -6.1368 3.0975 -2.4151  C197 1.082
204 H -5.4221 4.5174 -1.7597  C197 1.118
205 H -5.6274 3.1870 -0.6759  C197 1.082
206 H -4.4974 1.1617 -1.3365  O198 0.979
207 C 0.0426 0.7667 0.3620  C208 1.539, H211 1.083, H212 1.110, H213 1.043
208 C -1.3630 0.6274 -0.2498  C207 1.539, C209 1.534, O210 1.417, H214 1.136
209 C -1.3253 -0.2667 -1.4956  C208 1.534, H215 1.079, H216 1.122, H217 1.088
210 O -2.1522 0.0213 0.7590  C208 1.417, H218 0.960
211 H 0.4352 -0.2235 0.5563  C207 1.083
212 H -0.0500 1.3840 1.2798  C207 1.110
213 H 0.6981 1.2880 -0.2600  C207 1.043
214 H -1.8460 1.5921 -0.6061  C208 1.136
215 H -2.2859 -0.3418 -1.9810  C209 1.079
216 H -0.9082 -1.3026 -1.3880  C209 1.122
217 H -0.8039 0.2889 -2.2727  C209 1.088
218 H -2.3694 0.6827 1.4205  O210 0.960

## Properties
HOMO energy in eV: -9.57
Total energy in Ha: -3796.94465
LUMO in eV: 0.46
2S+1: 1
Net charge: 0

=====

# 2
The following is a quantum chemistry calculation of a single C5H6O molecule, from OMol25.

Bonds (Å) are listed after each position.
Element x y z (Å)
1 C -1.7810 0.0920 -0.5268  C2 1.525, H7 1.098, H8 1.092, H9 1.093
2 C -0.7692 -0.3470 0.5265  C1 1.525, C3 1.811, O4 1.770, H10 1.082, H11 1.098
3 C 0.9629 -0.8550 0.3839  C2 1.811, O4 1.294, C5 1.462
4 O 0.2497 -1.2080 -0.6363  C2 1.770, C3 1.294
5 C 2.0407 0.0963 0.1201  C3 1.462, C6 1.211
6 C 3.0404 0.7796 0.1170  C5 1.211, H12 1.069
7 H -2.6143 0.5809 -0.0050  C1 1.098
8 H -2.1628 -0.7691 -1.0784  C1 1.092
9 H -1.3473 0.8069 -1.2308  C1 1.093
10 H -1.1288 -1.1048 1.2094  C2 1.082
11 H -0.4127 0.5461 1.0557  C2 1.098
12 H 3.9224 1.3821 0.0647  C6 1.069

## Properties
HOMO energy (spin up / spin down) in eV: -7.96 / -7.96
Total energy in Ha: -269.10885
LUMO (spin up / spin down) in eV: 0.09 / 0.09
2S+1: 1
Net charge: 0

=====

Question: Which value of 2S+1 does entry 1 give?
Answer: 1

=====

Question: Among the records above, which one has the lowest total energy?
Answer: C50H144O24